1.
C18H49FN9O2P2 | ωB97M-V/def2-TZVPD

Computed properties:
molecular weight	504.60	g mol⁻¹
HOMO-LUMO gap	8.07	eV
LUMO energy	-2.53	eV
calculated total energy	-2140.8661	a.u.

Structure (ORCA input):
```
! RIJCOSX wB97M-V def2-TZVPD def2/J DEFGRID3
* xyz 1 1
N 3.403 -1.633 1.818
C 3.013 -0.393 2.122
N 2.124 -0.270 3.133
C 1.518 1.075 3.225
C 1.231 1.635 1.840
C 0.240 0.821 0.998
C -1.141 0.610 1.641
F -1.377 1.467 2.704
C 2.559 1.771 1.112
N 3.512 0.662 1.452
H 3.282 -2.351 2.515
H 3.754 -1.886 0.911
H 1.394 -0.967 3.011
H 2.283 1.712 3.676
H 0.669 1.109 3.897
H 0.784 2.619 1.983
H 0.130 1.282 0.016
H 0.673 -0.167 0.795
H -1.288 -0.430 1.935
H -1.883 0.856 0.881
H 2.414 1.882 0.038
H 3.015 2.708 1.434
H 3.924 0.343 0.583
O 0.762 -6.367 2.549
P 0.069 -6.039 1.266
N 1.270 -6.477 0.121
C 1.438 -5.934 -1.213
C 1.724 -7.866 0.202
N -0.005 -4.319 1.459
C 0.406 -3.374 0.452
C 0.295 -3.798 2.781
N -1.262 -5.999 0.157
C -2.512 -5.430 0.729
C -1.633 -7.350 -0.340
H 0.660 -6.237 -1.926
H 2.394 -6.269 -1.621
H 1.494 -4.850 -1.218
H 0.997 -8.578 -0.208
H 1.913 -8.147 1.238
H 2.663 -7.997 -0.336
H 1.503 -3.327 0.366
H 0.046 -2.368 0.703
H -0.029 -3.589 -0.523
H 1.378 -3.767 2.984
H -0.174 -4.393 3.558
H -0.108 -2.781 2.879
H -2.848 -5.981 1.611
H -3.301 -5.465 -0.022
H -2.388 -4.388 1.004
H -1.833 -8.051 0.474
H -0.849 -7.769 -0.969
H -2.522 -7.284 -0.964
O 0.187 3.424 -2.350
P -0.663 4.664 -2.316
N 0.023 5.470 -0.957
C -0.641 6.423 -0.088
C 1.458 5.731 -1.049
N -2.172 3.942 -1.918
C -3.033 4.402 -0.846
C -2.249 2.500 -2.047
N -1.463 6.052 -2.977
C -2.391 5.740 -4.097
C -0.515 7.061 -3.519
H -0.841 7.396 -0.556
H -0.017 6.611 0.788
H -1.576 6.041 0.308
H 1.702 6.559 -1.727
H 1.986 4.847 -1.407
H 1.871 5.971 -0.067
H -2.638 4.133 0.143
H -4.025 3.954 -0.941
H -3.195 5.478 -0.894
H -1.774 1.984 -1.199
H -1.776 2.153 -2.961
H -3.289 2.167 -2.101
H -1.883 5.241 -4.926
H -2.833 6.664 -4.468
H -3.212 5.111 -3.770
H 0.172 6.633 -4.253
H 0.072 7.519 -2.725
H -1.065 7.870 -3.995
*
```

=====

2.
C18H50AsF6O15S7 | ωB97M-V/def2-TZVPD

Computed properties:
molecular weight	919.96	g mol⁻¹
HOMO-LUMO gap (spin up / spin down)	2.16 / 7.92	eV
LUMO energy (spin up / spin down)	3.77 / 3.70	eV
calculated total energy	-7466.6223	a.u.

Structure (ORCA input):
```
! RIJCOSX wB97M-V def2-TZVPD def2/J DEFGRID3
* xyz -2 2
As 0.320 -0.929 1.086
F -1.288 -1.732 1.034
F -0.338 0.147 -0.231
F 1.817 0.067 0.957
F 1.138 -1.980 2.244
F 0.842 -1.994 -0.242
F -0.280 0.214 2.400
O -0.072 -5.449 -4.568
S -0.651 -4.754 -3.431
O -1.987 -4.115 -3.457
O -0.517 -5.766 -2.099
C -1.232 -5.395 -0.945
C -1.145 -6.487 0.153
C 0.412 -3.419 -2.952
H -2.213 -4.995 -1.200
H -0.635 -4.583 -0.528
H -1.535 -7.438 -0.210
H -1.902 -6.196 0.881
H -0.165 -6.652 0.601
H 0.906 -2.966 -3.812
H 1.293 -3.811 -2.445
H -0.112 -2.760 -2.259
O 5.166 0.329 -4.487
S 4.223 1.078 -3.651
O 4.493 2.400 -3.125
O 2.859 1.228 -4.613
C 2.088 0.154 -4.992
C 1.226 0.699 -6.021
C 3.599 0.014 -2.321
H 1.527 -0.187 -4.122
H 2.664 -0.709 -5.326
H 0.615 -0.152 -6.324
H 1.765 1.148 -6.855
H 0.597 1.477 -5.587
H 4.484 -0.313 -1.776
H 2.918 -0.782 -2.625
H 3.060 0.596 -1.574
O 0.354 3.708 4.886
S -0.245 4.150 3.616
O -1.701 4.297 3.480
O 0.529 5.570 3.214
C -0.203 6.624 2.647
C 0.719 7.685 2.110
C 0.414 3.147 2.188
H -0.715 7.185 3.429
H -0.847 6.426 1.791
H 1.053 8.244 2.984
H 0.305 8.335 1.339
H 1.614 7.245 1.669
H 1.222 2.488 2.505
H 0.822 3.876 1.488
H -0.357 2.485 1.794
O -1.860 3.175 -2.099
S -2.178 2.775 -3.451
O -2.202 3.707 -4.530
O -1.323 1.385 -3.872
C -1.381 0.239 -3.026
C -2.068 -0.767 -3.847
C -3.874 2.047 -3.363
H -1.651 0.347 -1.975
H -0.318 0.024 -2.922
H -3.035 -0.390 -4.180
H -2.268 -1.649 -3.239
H -1.502 -1.111 -4.713
H -4.125 1.515 -4.281
H -4.490 2.864 -2.987
H -3.643 1.302 -2.602
C -2.090 -3.900 3.516
S -1.972 -2.198 4.352
O -3.198 -2.037 5.265
C -0.497 -2.388 5.412
H -2.531 -3.786 2.526
H -2.577 -4.614 4.180
H -1.075 -4.291 3.451
H -0.081 -1.509 5.905
H 0.332 -2.748 4.802
H -0.650 -3.214 6.106
C -3.448 2.526 1.181
S -4.140 0.817 1.097
O -5.650 1.023 0.856
C -4.053 0.455 2.924
H -3.481 3.048 0.225
H -2.410 2.397 1.491
H -3.824 3.162 1.983
H -4.700 1.150 3.459
H -3.029 0.595 3.270
H -4.265 -0.596 3.118
C 5.238 -1.990 3.323
S 6.285 -0.675 2.643
O 6.235 -0.933 1.137
C 5.065 0.676 2.914
H 5.712 -2.970 3.265
H 4.357 -1.911 2.686
H 5.064 -1.776 4.377
H 4.073 0.239 2.799
H 5.116 1.477 2.176
H 5.205 1.056 3.926
*
```

=====

3.
C18H51O23P5 | ωB97M-V/def2-TZVPD

Computed properties:
molecular weight	790.45	g mol⁻¹
HOMO-LUMO gap	10.54	eV
energy above the lowest of the compared OMol25 structures with the same formula, charge and spin	0.0	kcal per mole
LUMO energy	0.30	eV
SMILES	COP(=O)(OC)OC.COP(=O)(OC)OC.COP(=O)(OC)OC.COP(=O)(OC)OC.COP(=O)(OC)OC.COC(=O)OC
calculated total energy	-4154.1785	a.u.

Structure (ORCA input):
```
! RIJCOSX wB97M-V def2-TZVPD def2/J DEFGRID3
* xyz 0 1
C -3.283 1.621 -0.067
O -4.197 2.536 0.581
P -5.022 1.987 1.801
O -6.060 1.009 1.493
O -3.883 1.485 2.755
C -4.144 1.210 4.120
O -5.547 3.295 2.509
C -6.778 3.881 2.109
H -2.411 2.200 -0.363
H -3.750 1.214 -0.960
H -3.016 0.841 0.642
H -5.107 0.698 4.253
H -4.068 2.117 4.711
H -3.474 0.431 4.483
H -6.678 4.428 1.173
H -7.074 4.580 2.891
H -7.557 3.120 2.047
C -1.334 -4.229 -7.123
O -2.367 -3.443 -6.549
P -2.376 -2.908 -5.067
O -3.107 -1.663 -4.855
O -0.828 -2.970 -4.726
C 0.012 -1.841 -4.906
O -2.909 -4.075 -4.152
C -4.291 -4.434 -4.255
H -0.538 -3.577 -7.505
H -1.716 -4.751 -7.996
H -0.881 -4.909 -6.405
H 0.188 -1.379 -3.947
H -0.383 -1.091 -5.602
H 0.936 -2.132 -5.408
H -4.325 -5.522 -4.293
H -4.736 -4.085 -5.191
H -4.882 -4.037 -3.436
C 9.566 2.100 -2.025
O 8.876 3.356 -2.134
P 7.305 3.320 -2.177
O 6.677 2.472 -3.184
O 6.940 4.851 -2.307
C 7.446 5.821 -1.419
O 6.917 2.919 -0.679
C 5.615 2.428 -0.425
H 9.095 1.426 -1.307
H 10.562 2.327 -1.655
H 9.587 1.612 -2.997
H 8.251 5.473 -0.763
H 6.648 6.199 -0.781
H 7.895 6.641 -1.981
H 5.624 1.338 -0.340
H 4.901 2.611 -1.232
H 5.194 2.858 0.481
C -1.028 3.741 6.805
O -0.240 2.695 6.220
P -0.527 2.265 4.716
O -1.401 3.178 3.999
O 0.934 2.118 4.121
C 1.726 3.304 3.982
O -0.983 0.771 4.845
C -0.695 -0.177 3.799
H -1.882 3.355 7.357
H -1.326 4.490 6.076
H -0.387 4.262 7.522
H 2.642 3.147 4.547
H 1.230 4.187 4.392
H 1.903 3.502 2.928
H -0.190 0.271 2.947
H -1.630 -0.600 3.431
H -0.092 -0.979 4.218
C -2.876 -6.091 0.058
O -1.847 -5.942 1.040
P -0.320 -5.799 0.690
O 0.434 -7.034 0.570
O -0.253 -4.935 -0.645
C -0.894 -3.659 -0.674
O 0.123 -4.834 1.859
C 1.457 -4.290 1.830
H -2.474 -6.043 -0.954
H -3.610 -5.308 0.231
H -3.341 -7.069 0.170
H -1.445 -3.444 0.242
H -1.537 -3.613 -1.552
H -0.133 -2.883 -0.766
H 2.033 -4.683 0.995
H 1.935 -4.499 2.781
H 1.349 -3.209 1.718
C 1.600 1.259 1.048
O 1.179 1.309 -0.301
C 0.194 0.474 -0.627
O -0.199 -0.444 0.050
O -0.281 0.828 -1.823
C -1.279 -0.058 -2.376
H 2.549 1.781 1.128
H 1.711 0.256 1.461
H 0.883 1.775 1.694
H -1.147 0.029 -3.445
H -2.271 0.303 -2.133
H -1.102 -1.064 -2.012
*
```

=====

4.
C18H52BrCuN8O6 | ωB97M-V/def2-TZVPD

Computed properties:
molecular weight	620.11	g mol⁻¹
HOMO-LUMO gap (spin up / spin down)	8.38 / 3.75	eV
LUMO energy (spin up / spin down)	-2.77 / -7.37	eV
calculated total energy	-5820.6386	a.u.

Structure (ORCA input):
```
! RIJCOSX wB97M-V def2-TZVPD def2/J DEFGRID3
* xyz 1 2
Cu 2.586 -0.789 -2.886
Br 0.222 -0.204 -1.507
C 0.639 0.629 -5.229
O 1.602 0.276 -4.563
N 0.762 1.381 -6.206
N -0.627 0.632 -4.883
H -0.021 1.778 -6.705
H 1.657 1.683 -6.563
H -1.352 0.992 -5.487
H -0.780 0.102 -4.036
C -1.219 2.385 2.344
O -0.065 2.408 2.657
N -2.140 2.971 2.999
N -1.722 1.940 1.255
H -1.987 3.288 3.946
H -3.057 2.841 2.595
H -1.174 1.493 0.535
H -2.731 1.990 1.239
C 0.386 -3.747 0.724
C -1.174 -3.753 0.766
C -1.901 -4.852 1.616
O -1.302 -4.915 2.895
C -1.640 -3.961 3.828
N -1.568 -2.357 0.948
H 0.775 -4.655 0.263
H 0.839 -3.879 1.706
H 0.737 -2.863 0.192
H -1.689 -4.032 -0.153
H -1.834 -5.843 1.167
H -2.980 -4.706 1.665
H -0.730 -3.589 4.298
H -2.179 -4.501 4.606
H -2.247 -3.130 3.468
H -0.908 -2.068 1.656
H -1.189 -1.778 0.212
C 2.756 0.156 2.365
C 1.819 -0.990 2.600
C 1.884 -1.434 4.081
O 3.204 -1.968 4.429
C 3.157 -2.365 5.813
N 0.486 -0.637 2.206
H 2.532 0.979 3.043
H 2.756 0.465 1.320
H 3.742 -0.262 2.565
H 2.188 -1.725 1.884
H 1.145 -2.204 4.302
H 1.671 -0.607 4.758
H 2.314 -3.029 6.004
H 3.269 -1.488 6.450
H 4.090 -2.914 5.941
H 0.298 0.289 2.564
H 0.480 -0.463 1.211
C 5.589 1.540 -1.865
C 4.119 1.805 -1.428
C 3.938 3.369 -1.251
O 2.586 3.858 -1.088
C 1.894 3.296 0.011
N 3.151 1.317 -2.486
H 5.680 0.483 -2.116
H 6.295 1.863 -1.100
H 5.889 2.029 -2.791
H 3.863 1.193 -0.562
H 4.335 3.848 -2.146
H 4.437 3.659 -0.326
H 1.149 4.007 0.368
H 2.603 3.071 0.808
H 1.307 2.401 -0.195
H 2.238 1.744 -2.418
H 3.586 1.627 -3.343
C -5.327 -0.376 -3.146
C -3.873 0.049 -2.927
C -3.707 1.250 -2.011
O -4.345 2.379 -2.576
C -4.690 3.464 -1.678
N -3.146 -1.075 -2.319
H -5.281 -1.325 -3.681
H -5.908 0.341 -3.726
H -5.852 -0.533 -2.204
H -3.383 0.217 -3.886
H -2.664 1.502 -1.818
H -4.209 0.941 -1.095
H -3.976 4.286 -1.628
H -4.828 3.166 -0.639
H -5.621 3.928 -2.005
H -3.472 -1.396 -1.418
H -2.158 -0.895 -2.215
*
```

=====

5.
C18H53HgO13S | ωB97M-V/def2-TZVPD

Computed properties:
molecular weight	710.27	g mol⁻¹
HOMO-LUMO gap	6.68	eV
LUMO energy	1.43	eV
calculated total energy	-2247.3015	a.u.

Structure (ORCA input):
```
! RIJCOSX wB97M-V def2-TZVPD def2/J DEFGRID3
* xyz -1 1
Hg -1.668 -1.337 -3.439
C -0.270 -1.072 0.647
C -0.269 -0.682 -0.812
O -1.534 -0.397 -1.402
H -0.512 -0.163 1.211
H 0.752 -1.293 0.960
H -0.960 -1.868 0.919
H 0.215 -1.459 -1.413
H 0.393 0.189 -0.922
S -0.439 -3.497 -4.884
O 0.575 -3.410 -5.953
O 0.021 -2.858 -3.631
O -1.637 -2.689 -5.228
O -0.684 -4.932 -4.811
C 2.226 -3.175 2.940
C 1.616 -4.457 2.396
O 1.134 -5.200 3.507
H 1.474 -2.452 3.255
H 2.800 -2.740 2.121
H 2.881 -3.403 3.780
H 2.411 -5.030 1.906
H 0.876 -4.226 1.625
H 0.785 -6.035 3.181
C 3.739 -4.078 -0.640
C 2.485 -3.417 -1.190
O 2.051 -3.987 -2.398
H 4.472 -4.116 -1.449
H 3.581 -5.118 -0.348
H 4.134 -3.571 0.241
H 2.622 -2.341 -1.349
H 1.717 -3.545 -0.412
H 1.437 -3.329 -2.798
C 2.473 0.513 4.028
C 3.981 0.458 3.852
O 4.380 -0.491 2.863
H 1.962 0.583 3.066
H 2.181 1.338 4.678
H 2.072 -0.403 4.467
H 4.498 0.223 4.786
H 4.372 1.445 3.587
H 4.510 0.067 2.091
C 1.558 1.486 -3.988
C 0.074 1.526 -4.255
O -0.468 0.268 -4.679
H 1.828 0.760 -3.219
H 1.933 2.441 -3.613
H 2.144 1.273 -4.884
H -0.106 2.230 -5.073
H -0.493 1.924 -3.415
H 0.095 -0.092 -5.379
C -3.939 3.948 -1.599
C -3.560 2.490 -1.506
O -2.260 2.417 -0.924
H -3.442 4.542 -2.370
H -3.750 4.416 -0.633
H -4.986 4.157 -1.836
H -3.617 1.949 -2.455
H -4.234 1.959 -0.826
H -1.914 1.516 -1.029
C -3.852 -2.439 1.708
C -3.659 -0.926 1.788
O -3.759 -0.294 0.516
H -4.832 -2.707 1.320
H -3.742 -2.816 2.729
H -3.056 -2.939 1.154
H -2.702 -0.651 2.235
H -4.469 -0.465 2.354
H -2.958 -0.430 -0.016
C 0.514 3.932 -1.099
C -0.051 5.116 -0.331
O -1.330 4.781 0.266
H 0.605 3.029 -0.491
H 1.520 4.105 -1.485
H -0.160 3.680 -1.918
H -0.228 6.009 -0.934
H 0.589 5.429 0.496
H -1.646 3.968 -0.175
C -1.694 2.438 2.740
C -0.263 2.919 3.020
O -0.219 4.321 2.771
H -2.407 2.901 3.419
H -1.765 1.352 2.635
H -1.981 2.715 1.725
H 0.378 2.432 2.274
H 0.111 2.753 4.027
H -0.660 4.535 1.926
*
```

=====

Q: What is the molecular weight in the third record?
A: 790.45 g mol⁻¹